# 1
ORCA calculation (wB97M-V/def2-TZVPD) on a structure of composition C12H9F9I2IrO5SYb.

highest occupied orbital energy (spin up / spin down)	-22.9 / -22.9	eV
charge	+4
DFT total energy	-3992.56202	Ha
max |F|	7.00	eV Å⁻¹
HOMO-LUMO gap (spin up / spin down)	8.3 / 4.8	eV
⟨S²⟩	8.773
LUMO (spin up / spin down)	-14.5891 / -18.0882	eV
2S+1	6

Atoms and positions in Å:
I  0.031  2.649  -3.744
I  -2.294  -0.191  3.064
Ir  -0.405  -0.589  1.325
Yb  1.064  1.571  -1.023
S  -1.539  0.979  -0.173
C  0.343  -0.241  -2.681
C  2.665  -0.333  -1.719
C  -3.066  0.455  -1.036
C  -4.211  0.666  -0.047
C  -2.985  -0.992  -1.498
C  -3.301  1.363  -2.242
C  0.974  -1.549  2.215
C  -1.221  -2.215  0.986
O  3.476  -1.135  -1.860
O  0.141  -1.212  -3.264
O  1.718  -2.291  2.704
O  -1.712  -3.267  0.884
H  -5.148  0.382  -0.551
H  -4.259  1.724  0.229
H  -4.069  0.084  0.872
H  -3.840  -1.163  -2.168
H  -3.044  -1.689  -0.658
H  -2.056  -1.179  -2.046
H  -4.203  0.991  -2.746
H  -2.459  1.363  -2.945
H  -3.479  2.394  -1.919
F  1.536  3.513  0.198
C  1.908  3.324  1.548
F  3.142  3.865  1.676
F  1.021  4.044  2.264
C  1.840  1.809  1.871
O  0.751  1.282  1.188
C  3.155  1.203  1.335
F  4.265  1.565  1.989
F  3.090  -0.158  1.288
F  3.326  1.607  -0.003
C  1.781  1.652  3.415
F  2.706  2.442  4.015
F  0.561  1.974  3.888
F  2.030  0.366  3.769

# 2
ORCA calculation (wB97M-V/def2-TZVPD) on a structure of composition C13H10AlCl5N.

highest occupied orbital energy	-3.8	eV
charge	-1
DFT total energy	-3099.58041	Ha
max |F|	2.83	eV Å⁻¹
HOMO-LUMO gap	6.4	eV
LUMO	2.5990	eV

Atoms and positions in Å:
C  0.640  -3.034  -0.566
C  -0.736  -3.038  -0.246
C  -0.946  -2.216  0.909
C  0.360  -1.754  1.346
C  1.328  -2.239  0.391
Al  -0.174  -0.570  -0.356
N  0.779  -0.259  -1.974
C  -0.381  -0.040  -2.823
C  -1.474  -0.669  -1.955
H  -1.862  -2.139  1.489
H  -1.514  -3.609  -0.753
H  0.578  -1.354  2.331
H  2.406  -2.174  0.511
H  1.113  -3.607  -1.363
H  -1.626  -1.732  -2.208
H  -0.292  -0.474  -3.843
H  1.582  0.324  -2.210
H  -2.416  -0.132  -1.962
H  -0.629  1.039  -2.998
Cl  -2.523  1.022  0.709
C  -0.993  1.770  1.062
C  0.146  1.072  0.713
C  1.414  1.549  0.994
Cl  2.777  0.633  0.479
C  1.564  2.788  1.657
Cl  3.117  3.359  2.066
C  0.402  3.532  1.997
Cl  0.554  4.995  2.862
C  -0.894  3.033  1.679
Cl  -2.302  3.924  2.061

# 3
ORCA calculation (wB97M-V/def2-TZVPD) on a cluster of 2 separate species, C13H10Cl4FO6 in total.

highest occupied orbital energy	-3.1	eV
charge	-1
DFT total energy	-2893.44649	Ha
max |F|	3.24	eV Å⁻¹
HOMO-LUMO gap	3.6	eV
LUMO	0.4756	eV
relative energy (zero: lowest compared OMol25 entry of this formula, charge and spin)	0.0	kJ/mol

Atoms and positions in Å:
Cl  -3.187  5.311  2.264
C  -2.380  3.811  2.096
C  -3.100  2.627  2.151
Cl  -4.778  2.594  2.312
C  -2.450  1.306  2.034
O  -3.072  0.251  2.099
C  -0.921  1.284  1.843
O  -0.328  0.229  1.692
C  -0.244  2.587  1.973
Cl  1.445  2.528  1.952
C  -0.935  3.788  2.040
Cl  -0.071  5.269  2.086
C  2.551  1.894  -3.813
C  1.294  1.165  -3.443
O  1.495  0.441  -2.223
C  0.400  -0.267  -1.891
C  0.672  -1.023  -0.676
F  1.880  -0.860  -0.111
C  -0.078  -2.224  -0.317
O  -1.153  -2.507  -0.800
O  0.648  -2.954  0.550
C  -0.011  -4.185  0.873
C  0.869  -5.011  1.764
O  -0.655  -0.312  -2.497
H  2.360  2.376  -4.772
H  2.792  2.660  -3.083
H  3.412  1.231  -3.907
H  0.485  1.891  -3.271
H  1.014  0.476  -4.251
H  -0.943  -3.935  1.401
H  -0.237  -4.748  -0.043
H  0.331  -5.936  1.964
H  1.827  -5.249  1.301
H  1.067  -4.509  2.706

# 4
ORCA calculation (wB97M-V/def2-TZVPD) on a structure of composition C13H10Cl5LaN.

highest occupied orbital energy	-3.2	eV
charge	-1
DFT total energy	-2888.65133	Ha
max |F|	2.64	eV Å⁻¹
HOMO-LUMO gap	5.7	eV
LUMO	2.5047	eV

Atoms and positions in Å:
C  1.206  -0.702  -3.105
C  0.704  0.623  -3.302
C  -0.691  0.624  -2.997
C  -1.056  -0.710  -2.610
C  0.116  -1.524  -2.672
La  0.364  0.306  -0.542
N  2.092  -0.956  0.025
C  2.949  0.231  0.196
C  2.448  1.465  -0.490
H  -1.352  1.497  -3.043
H  1.289  1.482  -3.637
H  -2.060  -1.053  -2.333
H  0.168  -2.592  -2.481
H  2.210  -1.035  -3.313
H  2.960  1.729  -1.396
H  3.116  0.451  1.260
H  2.529  -1.724  0.541
H  2.084  2.269  0.150
H  3.911  -0.064  -0.245
Cl  1.054  -1.031  2.900
C  -0.595  -0.520  2.726
C  -1.061  -0.063  1.505
C  -2.329  0.427  1.255
Cl  -2.731  1.057  -0.350
C  -3.268  0.437  2.314
Cl  -4.852  1.014  2.023
C  -2.826  -0.038  3.581
Cl  -3.920  -0.025  4.882
C  -1.498  -0.516  3.814
Cl  -0.964  -1.060  5.344

# 5
ORCA calculation (wB97M-V/def2-TZVPD) on a structure of composition C13H10ClN3O2Sn.

highest occupied orbital energy (spin up / spin down)	-15.4 / -15.3	eV
charge	+2
DFT total energy	-1489.96178	Ha
max |F|	5.39	eV Å⁻¹
HOMO-LUMO gap (spin up / spin down)	5.9 / 4.9	eV
LUMO (spin up / spin down)	-9.4984 / -10.4081	eV
relative energy (zero: lowest compared OMol25 entry of this formula, charge and spin)	0.0	kJ/mol

Atoms and positions in Å:
Sn  1.344  -0.783  2.040
O  -0.147  1.869  -2.577
C  -0.231  2.956  -1.705
C  -0.682  4.154  -2.269
C  -0.783  5.199  -1.412
C  -0.662  5.095  -0.106
C  -0.195  3.894  0.475
C  0.129  2.796  -0.316
C  0.375  1.457  0.358
O  1.185  1.355  1.327
N  -0.431  0.529  -0.147
N  -0.135  -0.658  0.270
C  -0.603  -1.746  -0.241
C  -0.012  -2.979  0.245
C  -0.582  -4.219  -0.031
C  -0.025  -5.381  0.442
C  1.061  -5.258  1.293
C  1.619  -4.046  1.530
N  1.109  -2.889  1.031
H  -0.897  1.921  -3.215
H  -0.663  4.440  -3.324
H  -1.014  6.197  -1.781
H  -0.682  5.907  0.625
H  0.042  3.815  1.571
H  -1.377  -1.731  -1.030
H  -1.355  -4.328  -0.771
H  -0.400  -6.379  0.132
H  1.540  -6.086  1.697
H  2.511  -3.812  2.085
Cl  -0.039  -1.287  3.804

# 6
ORCA calculation (wB97M-V/def2-TZVPD) on a structure of composition C13H10I2N3O2PtS.

highest occupied orbital energy (spin up / spin down)	-3.2 / -4.5	eV
charge	-1
DFT total energy	-1929.08652	Ha
max |F|	1.00	eV Å⁻¹
HOMO-LUMO gap (spin up / spin down)	5.3 / 6.6	eV
⟨S²⟩	2.010
LUMO (spin up / spin down)	2.1133 / 2.1108	eV
2S+1	3
relative energy (zero: lowest compared OMol25 entry of this formula, charge and spin)	32.6	kJ/mol

Atoms and positions in Å:
Pt  -1.257  1.043  -0.241
I  3.092  3.346  -2.495
C  2.953  1.956  -0.926
C  4.097  1.503  -0.286
C  4.003  0.587  0.736
I  5.807  -0.080  1.627
C  2.759  0.087  1.164
C  2.565  -0.829  2.220
C  1.294  -1.246  2.524
C  0.207  -0.756  1.803
N  0.346  0.130  0.830
C  1.595  0.553  0.491
C  1.659  1.521  -0.580
O  0.610  1.937  -1.166
H  5.065  1.879  -0.588
H  3.410  -1.191  2.789
H  1.128  -1.944  3.334
H  -0.806  -1.067  2.021
N  -3.677  -2.960  0.011
C  -3.000  -1.784  -0.125
O  -3.049  -0.940  0.755
C  -2.218  -1.644  -1.419
C  -1.984  -0.202  -1.848
H  -4.189  -3.130  0.859
H  -3.638  -3.678  -0.688
H  -2.753  -2.211  -2.193
H  -1.260  -2.151  -1.256
H  -2.909  0.241  -2.219
H  -1.229  -0.159  -2.635
S  -3.074  5.124  -1.226
C  -2.833  3.595  -0.801
N  -2.712  2.471  -0.472

# 7
ORCA calculation (wB97M-V/def2-TZVPD) on the molecule C13H10N2OS.

highest occupied orbital energy	-8.3	eV
SMILES	NC(=O)C1=Cc2cccn2-c2ccccc2S1
DFT total energy	-1084.26031	Ha
max |F|	6.07	eV Å⁻¹
HOMO-LUMO gap	8.0	eV
LUMO	-0.2521	eV
relative energy (zero: lowest compared OMol25 entry of this formula, charge and spin)	165.9	kJ/mol

Atoms and positions in Å:
N  1.980  2.383  4.261
C  1.894  2.625  2.903
O  2.173  3.758  2.739
C  0.992  1.885  2.040
C  0.858  2.481  0.787
C  0.152  2.015  -0.353
C  -0.124  2.878  -1.361
C  -0.907  2.128  -2.399
C  -1.037  0.849  -1.964
N  -0.327  0.731  -0.712
C  -0.042  -0.494  -0.126
C  0.056  -1.723  -0.990
C  0.704  -2.890  -0.522
C  1.010  -3.032  0.828
C  0.732  -1.956  1.682
C  0.146  -0.748  1.226
S  -0.091  0.514  2.508
H  2.409  3.080  4.844
H  1.597  1.476  4.638
H  1.549  3.298  0.580
H  0.176  3.892  -1.369
H  -1.489  2.623  -3.189
H  -1.508  -0.033  -2.391
H  -0.117  -1.713  -2.067
H  0.953  -3.712  -1.187
H  1.596  -3.893  1.179
H  0.951  -2.129  2.704